#P
16
Properties=species:S:1:pos:R:3:mulliken_charge:R:1 method="wB97M-V/def2-TZVPD" charge=0 gap_ev="6.3 / 6.3"
C 0.96 1.14 -1.48 -1.04
C 0.55 -2.27 0.96 -0.86
C 0.14 1.65 -0.34 -0.65
P -1.06 0.28 0.40 0.20
S -1.80 -2.71 -1.38 -0.05
S -2.14 1.37 1.95 -0.30
S 0.57 -0.55 1.48 -0.12
H 0.49 0.55 -2.25 0.36
H 1.37 2.00 -1.99 0.34
H 1.78 0.43 -1.10 0.24
H -0.42 -2.63 1.11 0.33
H 1.09 -2.69 1.86 0.28
H 1.12 -2.53 0.12 0.32
H -0.46 2.39 -0.77 0.46
H 0.83 1.93 0.40 0.37
H -3.04 1.63 1.04 0.13



#Q
16
Properties=species:S:1:pos:R:3:mulliken_charge:R:1 method="wB97M-V/def2-TZVPD" charge=0 gap_ev=9.0
C -2.02 -0.51 1.84 -0.82
S -1.36 1.24 2.14 -0.09
P 0.36 1.05 1.03 0.24
S 0.68 3.16 0.38 -0.30
S 2.02 0.94 2.41 -0.24
H -2.86 -0.58 2.54 0.30
H -1.15 -1.09 2.13 0.29
H -2.59 -0.77 0.92 0.29
H 1.90 2.92 -0.05 0.14
H 1.44 -0.31 2.75 0.15
C 1.43 -1.06 -1.64 -0.35
C 0.23 -0.86 -2.13 -0.30
H 2.12 -1.80 -2.00 0.26
H 1.91 -0.40 -0.82 0.04
H -0.18 -1.41 -2.91 0.28
H -0.47 -0.01 -1.74 0.12



Stability check: which of them is most stable? #Q.



#P
8
Properties=species:S:1:pos:R:3:mulliken_charge:R:1 method="wB97M-V/def2-TZVPD" charge=0 gap_ev=10.0
N 0.26 1.17 0.77 -0.58
P -0.77 -0.28 0.75 0.23
C 0.13 -1.22 -0.63 -0.35
O -1.08 -0.49 -0.88 -0.30
H 0.40 1.40 1.73 0.25
H -0.01 2.08 0.25 0.25
H 0.09 -2.19 -0.99 0.32
H 0.97 -0.46 -1.00 0.18



#Q
8
Properties=species:S:1:pos:R:3:mulliken_charge:R:1 method="wB97M-V/def2-TZVPD" charge=0 gap_ev="7.7 / 8.7"
H -3.18 1.09 -0.87 0.08
P -3.28 -0.14 -0.18 0.04
N -1.28 0.32 -0.11 -0.30
O -0.38 -0.50 0.39 -0.12
C 0.88 -0.52 -0.28 -0.40
H 1.18 0.53 -0.66 0.23
H 0.76 -1.23 -1.02 0.26
H 1.57 -0.92 0.50 0.20



Stability check: which of them is most stable? #P.



#P
14
Properties=species:S:1:pos:R:3:mulliken_charge:R:1 method="wB97M-V/def2-TZVPD" charge=0 gap_ev=8.0
C 2.56 0.92 0.32 -0.86
C 1.50 0.17 0.03 0.12
N 0.20 0.66 0.04 -0.28
C -0.91 -0.06 -0.47 -0.04
C -1.34 -1.30 0.21 -0.40
N -2.07 -0.07 0.41 -0.65
I -3.93 0.13 -0.44 0.11
H 3.54 0.49 0.35 0.25
H 2.46 1.97 0.54 0.25
H 1.57 -0.89 -0.18 0.29
H 0.11 1.66 0.04 0.22
H -1.09 0.03 -1.54 0.42
H -1.77 -2.09 -0.40 0.28
H -0.81 -1.63 1.08 0.28



#Q
14
Properties=species:S:1:pos:R:3:mulliken_charge:R:1 method="wB97M-V/def2-TZVPD" charge=0 gap_ev=8.9
C 0.85 -0.61 0.15 -0.05
C 2.09 -0.72 -0.22 -0.22
C -1.12 0.81 -0.48 -1.12
C 0.13 0.68 0.39 -0.31
N 1.97 -3.34 -0.14 -0.22
N 2.87 -2.60 -0.38 -0.17
I 3.58 0.64 -0.65 0.06
H 0.28 -1.52 0.31 0.31
H -1.82 0.00 -0.27 0.31
H -0.86 0.78 -1.53 0.32
H -1.62 1.75 -0.27 0.31
H -0.15 0.73 1.45 0.23
H 0.80 1.52 0.19 0.29
H 2.19 -4.34 -0.17 0.25



#R
14
Properties=species:S:1:pos:R:3:mulliken_charge:R:1 method="wB97M-V/def2-TZVPD" charge=0 gap_ev=8.0
C 1.61 -1.06 -0.76 -0.68
N 0.41 -0.70 -0.04 -0.08
C -0.83 -0.52 -0.59 -0.14
C -1.66 0.30 0.05 -0.52
C -0.96 0.80 1.29 -0.30
N 0.49 0.67 1.04 -0.51
I 1.44 2.31 0.19 0.12
H 2.35 -0.25 -0.42 0.18
H 2.02 -2.06 -0.69 0.25
H 1.37 -0.81 -1.79 0.34
H -1.23 -1.05 -1.39 0.44
H -2.63 0.34 -0.37 0.39
H -1.29 1.86 1.37 0.25
H -1.08 0.15 2.11 0.26



Stability check: which of them is most stable? #P.



#P
18
Properties=species:S:1:pos:R:3:mulliken_charge:R:1 method="wB97M-V/def2-TZVPD" charge=0 gap_ev=9.7
H 0.21 -2.74 1.20 0.21
N 0.13 -2.82 0.19 -0.81
C -0.27 -1.74 -0.36 0.56
O -0.33 -1.77 -1.69 -0.52
C -0.11 -0.35 0.15 0.46
N -0.45 0.02 1.52 -0.68
C 0.92 0.23 1.07 -0.27
C 0.95 1.54 0.29 -0.78
C -0.12 0.95 -0.66 0.08
C -1.46 1.61 -0.77 -0.16
O -1.68 2.77 -0.50 -0.48
H 0.41 -2.47 -1.91 0.36
H -0.50 -0.81 2.11 0.32
H 1.75 -0.30 1.54 0.40
H 1.91 1.71 -0.21 0.27
H 0.66 2.43 0.86 0.30
H 0.26 0.79 -1.68 0.41
H -2.28 0.96 -1.14 0.34



#Q
18
Properties=species:S:1:pos:R:3:mulliken_charge:R:1 method="wB97M-V/def2-TZVPD" charge=0 gap_ev=9.6
N 0.37 -2.67 -0.60 -0.50
C 0.00 -1.66 -0.17 -0.07
C -0.23 -0.31 0.36 0.52
C -0.41 0.79 -0.70 -0.90
C 0.54 1.87 -0.27 0.73
N 0.60 3.02 -0.93 -0.42
C 1.30 1.50 0.82 -0.87
C 0.93 0.19 1.25 0.32
O 1.39 -0.48 2.18 -0.63
H -1.12 -0.37 1.01 0.32
H -1.44 1.17 -0.74 0.35
H -0.15 0.45 -1.72 0.39
H -0.01 3.20 -1.72 0.21
H 1.33 3.69 -0.75 0.21
H 2.15 2.05 1.22 0.35
O -2.10 -4.27 0.11 -0.68
H -1.97 -3.81 0.96 0.30
H -1.20 -4.35 -0.31 0.36



#R
18
Properties=species:S:1:pos:R:3:mulliken_charge:R:1 method="wB97M-V/def2-TZVPD" charge=0 gap_ev=9.4
O -1.79 2.40 -0.12 -0.53
C -1.75 1.24 -0.03 0.47
C -2.99 0.31 0.04 -0.59
C -2.70 -1.03 -0.05 -0.07
N -1.34 -1.46 0.17 -0.23
C -0.20 -0.63 -0.10 0.35
O 0.98 -0.99 -0.53 -0.56
N -0.50 0.65 -0.08 -0.10
H -3.96 0.45 0.31 0.40
H -3.48 -1.88 0.05 0.30
H -1.26 -2.44 -0.27 0.32
H 0.36 1.20 -0.42 0.26
C 2.78 0.37 0.79 -0.46
C 3.35 0.55 -0.40 -0.52
H 3.38 -0.28 1.50 0.16
H 1.74 0.49 1.05 0.30
H 4.22 -0.03 -0.59 0.23
H 3.17 1.09 -1.31 0.27



#S
18
Properties=species:S:1:pos:R:3:mulliken_charge:R:1 method="wB97M-V/def2-TZVPD" charge=0 gap_ev=10.5
N 2.27 0.44 -0.88 -0.56
C 1.59 -0.29 -0.01 0.07
C 0.63 0.30 0.98 0.46
O -0.04 1.48 0.41 -0.50
C -1.14 0.70 0.20 0.56
N -2.00 0.61 -0.72 -0.67
C -2.45 -0.81 -0.59 -0.47
C -1.27 -1.57 0.11 -0.73
C -0.74 -0.47 1.02 -0.27
H 1.10 0.50 1.95 0.48
H -3.37 -0.87 0.00 0.27
H -2.66 -1.21 -1.59 0.35
H -1.60 -2.47 0.64 0.40
H -0.53 -1.88 -0.65 0.20
H -1.15 -0.49 2.03 0.37
O 2.33 -1.29 0.29 -0.70
H 1.79 1.29 -1.17 0.23
H 3.16 -0.54 -0.75 0.51



Stability check: which of them is most stable? #Q.



#P
22
Properties=species:S:1:pos:R:3:mulliken_charge:R:1 method="wB97M-V/def2-TZVPD" charge=0 gap_ev=11.2
O -0.72 -1.77 -0.53 -0.59
C 0.63 -1.57 -0.80 -0.75
C 1.30 -0.21 -0.82 -0.59
C 1.42 0.47 0.58 -0.43
C 0.35 1.58 0.73 -0.81
O -1.07 1.34 0.38 -0.62
H -0.87 -1.54 0.39 0.31
H 1.25 -2.17 -0.14 0.43
H 0.86 -1.98 -1.79 0.37
H 2.29 -0.30 -1.29 0.37
H 0.73 0.43 -1.51 0.41
H 2.40 0.96 0.73 0.35
H 1.26 -0.28 1.36 0.37
H 0.54 2.41 0.03 0.43
H 0.28 2.01 1.75 0.40
H -1.17 0.91 -0.49 0.32
O -0.86 -0.36 2.36 -0.72
H -1.40 -0.10 3.16 0.28
H -1.16 0.36 1.64 0.44
O -1.95 0.31 -1.83 -0.74
H -1.50 -0.50 -1.43 0.47
H -2.60 0.01 -2.47 0.30



#Q
22
Properties=species:S:1:pos:R:3:mulliken_charge:R:1 method="wB97M-V/def2-TZVPD" charge=0 gap_ev=9.8
C 0.08 0.84 -0.93 -0.98
C -0.13 1.14 0.54 0.73
C -1.33 0.50 1.26 -1.43
C -0.65 2.62 0.68 -0.12
O -0.30 3.34 1.57 -0.47
H -0.21 -0.19 -1.11 -0.08
H 0.89 1.23 -1.52 0.44
H -0.69 1.42 -1.48 0.30
H 0.75 1.03 1.21 0.23
H -1.21 -0.58 1.46 0.35
H -2.17 0.90 0.68 0.34
H -1.36 0.85 2.26 0.39
H -1.17 2.99 -0.22 0.33
O -1.45 -3.29 -1.41 -0.65
H -0.83 -2.55 -1.32 0.27
H -1.85 -3.00 -2.25 0.33
O 1.26 -1.99 -2.68 -0.62
H 1.91 -1.28 -2.63 0.31
H 0.54 -1.69 -3.24 0.31
O 2.13 -1.35 1.85 -0.60
H 2.28 -2.26 1.62 0.30
H 2.31 -1.24 2.79 0.31



Stability check: which of them is most stable? #P.



#P
9
Properties=species:S:1:pos:R:3:mulliken_charge:R:1 method="wB97M-V/def2-TZVPD" charge=0 gap_ev=10.8
O -1.62 1.97 -0.16 -0.34
O -0.46 1.28 0.45 -0.20
C -0.47 -0.01 0.02 0.22
C 0.79 -0.60 -0.37 -0.41
O 0.12 -0.92 0.94 -0.41
H -1.77 2.71 0.32 0.30
H -1.48 -0.27 -0.32 0.39
H 0.69 -1.43 -1.02 0.24
H 1.86 -0.13 -0.24 0.20



#Q
9
Properties=species:S:1:pos:R:3:mulliken_charge:R:1 method="wB97M-V/def2-TZVPD" charge=0 gap_ev=11.2
O -1.47 0.17 -1.17 -0.58
C -0.38 -0.23 -0.59 0.59
O -0.33 -1.67 -0.40 -0.50
C 0.44 0.80 0.30 -0.29
O 1.46 0.36 1.08 -0.46
H -1.30 -1.74 -0.90 0.39
H 1.02 1.47 -0.35 0.27
H -0.49 1.40 0.80 0.22
H 1.04 -0.56 1.23 0.36



#R
9
Properties=species:S:1:pos:R:3:mulliken_charge:R:1 method="wB97M-V/def2-TZVPD" charge=0 gap_ev=10.5
O 1.07 0.70 1.54 -0.46
C 1.06 1.08 0.39 0.20
O 1.26 0.34 -0.67 -0.43
H 0.73 2.10 0.11 0.34
H 1.14 -0.68 -0.38 0.36
C -1.19 -0.89 -0.26 -0.20
O -1.23 -0.48 0.89 -0.35
H -1.37 -1.95 -0.51 0.30
H -1.47 -0.21 -1.09 0.25



#S
9
Properties=species:S:1:pos:R:3:mulliken_charge:R:1 method="wB97M-V/def2-TZVPD" charge=0 gap_ev="7.8 / 8.3"
C 1.47 -0.06 -0.41 -0.34
C -0.58 -0.47 0.29 0.08
O 0.27 -0.38 -0.67 -0.19
O -2.65 0.52 -0.29 -0.39
O -1.82 -0.75 0.01 -0.29
H 2.18 -0.07 -1.22 0.29
H 1.78 0.20 0.59 0.22
H -0.29 -0.19 1.30 0.31
H -3.48 0.14 -0.60 0.30



Stability check: which of them is most stable? #R.